1.
C27H60N2O9S | ωB97M-V/def2-TZVPD

```
! RIJCOSX wB97M-V def2-TZVPD def2/J DEFGRID3
* xyz 0 1
C -2.47400 -2.23316 -5.37137
O -1.56751 -3.17390 -4.80162
C -0.85993 -2.58961 -3.68993
C 0.36008 -3.50282 -3.41924
C 1.62377 -3.25090 -4.31369
C 1.45234 -2.22705 -5.47185
C 1.85085 -0.74297 -5.13912
C 1.76956 -0.32956 -3.63582
C 2.62415 0.99460 -3.47388
C 2.89151 1.34939 -1.96588
C 1.99035 2.58226 -1.56452
C 1.47961 2.40128 -0.09057
C -0.08540 2.57952 0.03988
C -0.73527 1.20445 0.38243
C -0.59064 0.77313 1.87507
C 0.33442 1.60977 2.81748
O 0.70798 0.62628 3.83203
S 1.11265 -0.69668 2.93866
O 2.29784 -0.45907 2.09916
O 1.15982 -1.81206 3.88491
O -0.20318 -0.61995 1.93832
H -2.89054 -1.58028 -4.57871
H -1.95795 -1.68242 -6.18238
H -3.32108 -2.81423 -5.79397
H -0.61841 -1.52942 -3.88861
H -1.57080 -2.65710 -2.83114
H 0.03472 -4.55089 -3.57111
H 0.60118 -3.42671 -2.33509
H 1.89403 -4.22392 -4.77854
H 2.47750 -3.00363 -3.64882
H 2.14787 -2.55531 -6.27870
H 0.45163 -2.25812 -5.95000
H 1.15338 -0.07679 -5.69675
H 2.86373 -0.47004 -5.50531
H 0.74247 -0.03011 -3.32855
H 2.21703 -1.04734 -2.92821
H 2.22200 1.83429 -4.06917
H 3.61745 0.74191 -3.91615
H 2.74707 0.46326 -1.32003
H 3.95382 1.65210 -1.85223
H 2.62009 3.48753 -1.65579
H 1.16961 2.66210 -2.30523
H 2.00170 3.14602 0.54447
H 1.73177 1.39699 0.30379
H -0.26244 3.33954 0.83125
H -0.47804 2.96593 -0.91665
H -1.81880 1.29098 0.14542
H -0.34109 0.40504 -0.27987
H -1.59641 0.91867 2.31345
H -0.13254 2.49431 3.28193
H 1.32168 1.94847 2.44911
C -1.27665 -5.22462 6.44675
O -0.21149 -5.29776 5.51737
C 0.74982 -4.25213 5.67130
C 2.07312 -4.81275 6.16986
N 1.96841 -5.26466 7.55646
C 3.12093 -6.03708 8.01699
C 3.39289 -7.38232 7.33668
O 2.40259 -8.36728 7.58648
C 1.28898 -8.33010 6.70995
H -2.02189 -5.96704 6.16026
H -0.93482 -5.45229 7.46129
H -1.74778 -4.23740 6.42713
H 0.38460 -3.45393 6.32351
H 0.90815 -3.82171 4.68189
H 2.84021 -4.03617 6.10332
H 2.35674 -5.63583 5.50281
H 1.14210 -5.84009 7.65100
H 2.96109 -6.23102 9.08129
H 4.01665 -5.41227 7.94209
H 4.31709 -7.77851 7.76754
H 3.58065 -7.28148 6.26236
H 1.55955 -7.98308 5.70981
H 0.49089 -7.70765 7.12096
H 0.89414 -9.34428 6.62650
C -1.98472 9.17335 -2.66540
O -3.28474 8.63831 -2.84521
C -3.48943 8.06590 -4.13408
C -3.64594 6.55618 -4.03179
N -2.38159 5.91840 -3.67201
C -2.51072 4.50724 -3.31421
C -3.32785 4.16234 -2.06501
O -2.74148 4.60535 -0.85090
C -3.05193 5.94201 -0.49168
H -1.97275 9.70957 -1.71666
H -1.23163 8.38052 -2.62354
H -1.73642 9.87885 -3.46340
H -2.69209 8.33672 -4.83181
H -4.42278 8.48472 -4.52029
H -3.98390 6.16303 -4.99480
H -4.42298 6.35314 -3.28506
H -1.97955 6.41041 -2.88501
H -1.49486 4.13108 -3.16007
H -2.92119 3.96242 -4.17022
H -3.36072 3.07060 -1.99512
H -4.37017 4.49035 -2.13749
H -4.04671 6.24238 -0.82907
H -2.29863 6.63305 -0.87680
H -3.02287 6.01175 0.59719
*
```

The total energy is -2249.40016 Ha. The value obtained for the largest force on an atom is 3.29 eV Å⁻¹.

---

2.
C27H60N3O3 | ωB97M-V/def2-TZVPD

```
! RIJCOSX wB97M-V def2-TZVPD def2/J DEFGRID3
* xyz 0 2
C 4.20047 -2.38310 2.19030
C 3.45805 -1.11344 1.75295
C 3.18074 -0.33150 3.03389
C 2.16741 -1.57041 1.05324
C 1.56711 -0.65768 -0.05296
C 0.85015 -1.60057 -1.06419
C -0.07127 -2.66301 -0.45368
O 0.59625 -3.91573 -0.38554
C -1.41280 -2.80244 -1.30067
N -1.60195 -4.02968 -2.03499
C 0.45502 0.24687 0.56387
C 0.48566 1.74058 0.32071
O 0.50446 2.00115 -1.08626
C 1.57599 2.49213 1.09106
N 1.07194 2.77069 2.43862
C 2.67326 0.07154 -0.84213
C 4.11825 -0.36258 -0.56797
C 4.49182 -1.70239 -1.18989
C 5.00575 0.70656 -1.21560
N 4.34268 -0.29447 0.88678
O 5.56367 -0.23440 1.26482
H 3.48494 -2.98325 2.74628
H 5.01758 -2.15943 2.86168
H 4.52971 -2.96984 1.34204
H 4.12849 -0.12067 3.51546
H 2.66669 0.60349 2.85122
H 2.60545 -0.95721 3.70628
H 2.36053 -2.55255 0.64601
H 1.44845 -1.73705 1.84435
H 0.25649 -0.94295 -1.69481
H 1.58658 -2.05336 -1.72101
H -0.37382 -2.38993 0.54752
H 1.04642 -4.05600 -1.23490
H -2.23094 -2.74732 -0.58956
H -1.51996 -1.96320 -1.97666
H -1.72750 -4.82321 -1.42570
H -0.87929 -4.20287 -2.71871
H -0.50605 -0.09075 0.18796
H 0.39297 0.10803 1.63805
H -0.44866 2.14578 0.71468
H 0.59323 2.96497 -1.17605
H 1.77314 3.44732 0.61263
H 2.48019 1.88389 1.09219
H 0.83787 1.90179 2.90436
H 1.77313 3.24316 2.99641
H 2.51727 -0.10976 -1.90084
H 2.66534 1.14382 -0.72983
H 3.70480 -2.43822 -1.06037
H 4.62989 -1.56482 -2.25684
H 5.39797 -2.10908 -0.75726
H 5.00177 1.61879 -0.63168
H 6.01156 0.32135 -1.30792
H 4.63450 0.91670 -2.21185
C 0.21694 7.94780 7.24696
C -0.80005 8.01117 6.11101
C -1.78259 6.84133 6.10704
C -1.14437 5.46449 5.91818
C -0.31990 5.30543 4.64146
C -1.13614 5.47680 3.36509
H 0.85009 7.06243 7.17316
H 0.87119 8.82053 7.22785
H -0.28447 7.92629 8.21667
H -0.27580 8.06625 5.15312
H -1.37001 8.93975 6.19940
H -2.52785 7.00855 5.32446
H -2.33614 6.84020 7.05142
H -1.93849 4.71114 5.92202
H -0.51070 5.23456 6.77970
H 0.12416 4.30711 4.63824
H 0.51524 6.01232 4.63997
H -1.95438 4.75499 3.32741
H -0.50849 5.31444 2.48883
H -1.56040 6.47978 3.28926
C -2.99362 -6.34122 -5.18489
C -3.06825 -4.86933 -5.57931
C -4.32946 -4.16973 -5.07880
C -5.64078 -4.73467 -5.62740
C -5.75673 -4.73503 -7.15091
C -5.70416 -3.33890 -7.76466
H -3.81105 -6.91860 -5.61939
H -2.05934 -6.78688 -5.53085
H -3.03741 -6.45240 -4.09944
H -2.98727 -4.77655 -6.66625
H -2.20127 -4.35014 -5.16264
H -4.26154 -3.10473 -5.31868
H -4.35317 -4.22790 -3.98673
H -6.46922 -4.15371 -5.20982
H -5.77930 -5.75648 -5.26271
H -6.70462 -5.20528 -7.42571
H -4.97091 -5.35641 -7.58906
H -6.50217 -2.70902 -7.36629
H -5.82716 -3.38856 -8.84756
H -4.75177 -2.84553 -7.56569
*
```

The total energy is -1454.65701 Ha. The value obtained for the largest force on an atom is 1.66 eV Å⁻¹.

---

3.
C27H60N3O3Zn2 | ωB97M-V/def2-TZVPD

```
! RIJCOSX wB97M-V def2-TZVPD def2/J DEFGRID3
* xyz 5 1
Zn -10.58684 13.57327 -0.94316
Zn -7.29461 13.29982 -0.88309
C -8.88862 16.59830 -2.99882
C -9.37211 15.39385 -2.26532
O -10.56168 15.37757 -1.85368
O -8.60909 14.44069 -1.86703
H -7.93518 16.49040 -3.50969
H -8.99810 17.50310 -2.39908
H -9.56837 16.81268 -3.83285
C -8.74471 11.66016 1.05721
O -9.01575 12.48909 -0.06332
H -8.48315 12.23576 1.94988
H -9.55172 10.98334 1.34479
H -7.89395 10.98402 0.90429
C -7.83086 6.49877 1.32345
C -6.81354 6.58569 0.17785
C -5.84407 7.71379 0.33725
N -4.93906 7.97999 -0.82213
C -5.65290 8.42063 -2.10824
C -4.00744 6.80222 -1.09474
C -2.83163 6.85413 -0.13022
C -2.59645 8.36194 -0.09662
C -3.91466 9.06660 -0.31442
H -8.53830 7.32568 1.14889
H -7.41315 6.64868 2.31607
H -8.50226 5.64760 1.24211
H -7.36663 6.66156 -0.76388
H -6.30782 5.61922 0.10302
H -5.23168 7.58370 1.23106
H -6.47134 8.58430 0.57545
H -4.98565 8.80228 -2.87127
H -6.45142 9.06186 -1.74321
H -6.10837 7.46818 -2.37616
H -3.69440 6.88353 -2.13290
H -4.50852 5.85535 -0.89651
H -1.92778 6.37879 -0.50440
H -3.03435 6.42202 0.84867
H -1.83196 8.64061 -0.82044
H -2.18862 8.61006 0.88560
H -3.91128 9.96749 -0.92793
H -4.28273 9.44974 0.63913
C -9.48425 9.77545 -2.38255
C -10.56926 8.91602 -1.69071
C -10.80525 7.62792 -2.47125
N -12.01171 6.76741 -2.05848
C -13.30668 7.55275 -1.96099
C -11.71857 6.18705 -0.68602
C -12.42169 4.83612 -0.64046
C -12.95064 4.51369 -2.04277
C -12.22332 5.52684 -2.93191
H -9.28610 9.46296 -3.40428
H -8.55472 9.65928 -1.81721
H -9.73719 10.82962 -2.21349
H -11.52927 9.40735 -1.52521
H -10.22318 8.72791 -0.66868
H -10.00357 6.89329 -2.41579
H -11.00690 7.86958 -3.51576
H -13.21214 8.18038 -1.08479
H -14.14036 6.85418 -1.90836
H -13.50404 8.05522 -2.90805
H -12.05595 6.86399 0.10139
H -10.64155 6.13730 -0.52666
H -13.24986 4.73434 0.05718
H -11.61545 4.17041 -0.33088
H -14.02959 4.60780 -2.13498
H -12.68090 3.49079 -2.29446
H -12.68458 5.82527 -3.87282
H -11.23469 5.17280 -3.23354
C -2.95174 10.59993 3.04654
C -3.90006 11.56018 3.79737
C -5.35144 11.14618 4.14509
N -5.41765 10.55045 5.51362
C -4.45078 9.44414 5.78876
C -6.79881 9.90434 5.72128
C -7.74897 11.04638 6.09582
C -6.87113 12.20990 6.58376
C -5.45556 11.67530 6.59020
H -1.92027 10.68132 3.37312
H -2.99688 10.78625 1.97172
H -3.32581 9.57755 3.16187
H -3.80562 12.54345 3.32635
H -3.43849 11.85783 4.74646
H -5.61758 10.41910 3.37333
H -6.01110 12.00716 4.07625
H -4.54314 9.17992 6.84262
H -3.42706 9.78798 5.66493
H -4.71768 8.53552 5.25490
H -6.76087 9.22856 6.57412
H -7.07880 9.31525 4.85067
H -8.51162 10.69634 6.78963
H -8.37870 11.26604 5.22534
H -7.24234 12.40834 7.58941
H -6.92691 13.16509 6.06706
H -5.05850 11.29759 7.52857
H -4.76711 12.42676 6.20668
*
```

For the relative energy (zero: lowest compared OMol25 entry of this formula, charge and spin), the calculation gives 0.0000 eV. The value obtained for the largest force on an atom is 3.06 eV Å⁻¹.

---

4.
C27H62Ca3N3O13P2 | ωB97M-V/def2-TZVPD

```
! RIJCOSX wB97M-V def2-TZVPD def2/J DEFGRID3
* xyz -1 1
Ca 9.07989 2.08108 13.81997
Ca 9.12451 0.45294 10.68874
Ca 12.45657 0.79284 14.30411
P 7.84734 2.97817 11.42801
O 7.75348 1.54860 12.04674
O 8.70922 2.59739 10.20970
O 8.60390 3.77634 12.54265
O 6.62971 3.61020 10.77891
P 10.47633 -0.37994 13.07562
O 10.66913 0.98506 12.37412
O 9.34441 -1.00209 12.28725
O 10.19904 0.26755 14.49390
O 11.86324 -0.99602 13.22845
O 12.27281 4.96156 14.59997
C 12.18370 3.61778 14.41678
O 13.14101 2.98374 13.94266
O 11.15000 2.99525 14.75663
H 11.36708 5.17987 14.88792
C 8.65071 -4.13006 13.81916
C 7.51885 -4.03075 12.78507
C 6.51260 -3.17857 13.59629
O 6.83407 -3.34857 14.96767
C 7.95325 -4.23984 15.13934
H 9.32459 -3.27959 13.73866
H 9.22926 -5.03183 13.57862
H 7.00926 -4.94445 12.47935
H 7.93127 -3.49145 11.93609
H 5.46760 -3.39250 13.35092
H 6.64813 -2.12678 13.33373
H 7.59020 -5.25668 15.30726
H 8.52907 -3.77751 15.93801
C 16.62838 0.80224 12.24527
C 15.51559 0.37264 11.28164
C 14.37330 -0.15234 12.12219
O 14.59985 0.30662 13.46797
C 15.76617 1.14965 13.46124
H 17.14550 1.67964 11.86970
H 17.29276 -0.04129 12.41774
H 15.82329 -0.45384 10.62447
H 15.20214 1.08535 10.51671
H 14.21217 -1.22597 12.05621
H 13.45712 0.36469 11.81637
H 16.34425 1.09381 14.38734
H 15.39270 2.17616 13.41500
C 7.30547 2.13967 17.92925
C 8.02823 1.96054 16.59468
N 7.28190 2.33750 15.37229
C 6.82810 3.73548 15.36169
C 7.94175 4.74674 15.68800
C 6.10872 1.52881 15.02763
C 6.46227 0.04219 14.93335
H 7.14581 3.17674 18.21526
H 7.83830 1.62084 18.72885
H 6.35864 1.59413 17.85321
H 8.90959 2.61040 16.57803
H 8.42031 0.94387 16.55336
H 6.44399 3.93770 14.36156
H 5.99589 3.85328 16.07101
H 8.05141 4.79764 16.77605
H 8.88869 4.42251 15.25619
H 7.76168 5.76468 15.35108
H 5.84840 1.80932 14.00315
H 5.25832 1.68488 15.69922
H 5.70632 -0.70187 14.69836
H 6.61519 -0.27469 15.98349
H 7.41767 -0.12739 14.44118
C 9.51863 1.11843 7.17600
C 10.35031 -0.11794 7.60521
N 10.73726 0.02722 9.02969
C 11.57860 1.24196 9.20997
C 12.84694 1.36230 8.35485
C 11.53460 -1.14264 9.53103
C 10.61018 -2.37334 9.59818
H 8.94240 0.82326 6.29892
H 10.14093 1.99107 6.99901
H 8.82684 1.40903 7.97009
H 9.68324 -0.97698 7.53520
H 11.23913 -0.25450 6.98207
H 10.99531 2.16271 9.17070
H 11.93519 1.21494 10.24305
H 13.43000 2.23134 8.66228
H 13.46148 0.46238 8.38446
H 12.61654 1.58650 7.30696
H 11.94983 -0.94690 10.52136
H 12.38837 -1.28173 8.85962
H 10.52812 -2.78213 8.58813
H 9.61693 -2.12737 9.95804
H 11.08020 -3.13920 10.21298
C 11.57755 -0.13128 18.60814
C 11.68722 0.12035 17.08930
N 12.95528 -0.26289 16.44790
C 13.01397 -1.74193 16.43963
C 14.13573 -2.36635 15.60521
C 14.16205 0.29614 17.05844
C 14.30762 1.82272 16.93169
H 10.61544 0.12755 19.04033
H 12.34750 0.36726 19.20663
H 11.82933 -1.17554 18.80922
H 10.87212 -0.38320 16.57620
H 11.55062 1.18799 16.88134
H 13.18620 -2.07183 17.47055
H 12.07598 -2.13811 16.05575
H 14.14682 -3.44862 15.77078
H 14.05005 -2.22889 14.52952
H 15.11725 -2.07447 15.98458
H 15.01237 -0.22864 16.63094
H 14.19398 0.04373 18.12819
H 13.38298 2.31739 16.63741
H 15.01910 2.05732 16.13723
H 14.73253 2.21267 17.85302
*
```

For the relative energy (zero: lowest compared OMol25 entry of this formula, charge and spin), the calculation gives 0.0000 eV. The value obtained for the largest force on an atom is 3.19 eV Å⁻¹.